No. 1
Below is an isolated molecule of C8H10O6S at a distorted geometry, with properties calculated with ωB97M-V/def2-TZVPD.

Atoms and positions in Å:
C (-0.013, -3.959, 1.082)
C (1.237, -3.833, 0.622)
C (0.143, -1.979, 0.089)
C (-0.124, -0.713, -0.294)
C (0.950, 0.215, -0.616)
C (1.266, 3.548, -0.003)
C (-2.473, 0.639, 0.789)
C (1.468, 2.448, -1.038)
O (2.115, -0.063, -0.626)
O (-1.950, 0.495, -1.763)
O (-2.629, -1.611, -0.599)
O (-0.714, -2.837, 0.711)
O (1.338, -2.620, -0.027)
O (0.374, 1.445, -0.820)
S (-1.912, -0.352, -0.609)
H (-0.573, -4.885, 1.564)
H (2.128, -4.368, 0.791)
H (0.226, 3.573, -0.024)
H (1.808, 3.307, 0.924)
H (1.575, 4.540, -0.271)
H (-2.261, 1.731, 0.755)
H (-3.592, 0.466, 0.802)
H (-2.024, 0.090, 1.637)
H (2.348, 1.824, -1.048)
H (1.290, 2.900, -2.029)

## Properties
Energy relative to the best compared isomer or geometry (same formula, charge and spin) = 4.4 kcal per mole
LUMO = 0.7 eV
HOMO-LUMO gap = 9.639 eV

***

No. 2
Below is a structure of composition C36H38N10O8 at a distorted geometry, with properties calculated with ωB97M-V/def2-TZVPD.

Atoms and positions in Å:
C (19.699, 8.758, -9.106)
C (19.393, 10.156, -8.690)
N (19.118, 11.242, -8.416)
H (20.382, 8.570, -9.934)
H (18.772, 8.253, -9.377)
H (20.119, 8.204, -8.267)
C (21.374, 11.012, -11.117)
C (20.152, 11.692, -11.630)
N (19.233, 12.260, -11.995)
H (21.976, 10.995, -12.026)
H (21.272, 10.055, -10.604)
H (21.864, 11.725, -10.455)
C (22.722, 8.580, -10.393)
C (22.192, 9.274, -9.190)
N (21.848, 9.810, -8.249)
H (23.003, 7.547, -10.187)
H (23.580, 9.089, -10.831)
H (22.008, 8.803, -11.186)
C (19.853, 4.580, -9.550)
C (19.882, 6.055, -9.850)
N (19.893, 7.156, -10.081)
H (19.262, 4.373, -8.658)
H (20.774, 4.007, -9.444)
H (19.293, 4.137, -10.374)
C (18.052, 10.442, -10.480)
C (17.134, 10.161, -11.582)
N (16.389, 9.864, -12.452)
H (18.120, 11.501, -10.228)
H (19.091, 10.209, -10.711)
H (17.768, 9.921, -9.565)
C (18.854, 7.185, -12.196)
C (19.490, 8.473, -11.836)
N (19.951, 9.440, -11.493)
H (19.477, 6.375, -11.817)
H (18.644, 7.035, -13.255)
H (17.877, 7.116, -11.719)
C (21.071, 12.025, -8.116)
C (20.663, 13.256, -7.662)
C (21.557, 14.046, -7.035)
C (22.940, 13.791, -7.093)
C (23.387, 12.717, -7.787)
C (22.426, 11.707, -8.149)
N (23.962, 14.690, -6.463)
O (25.156, 14.545, -6.735)
O (23.540, 15.604, -5.793)
H (20.365, 11.331, -8.549)
H (19.655, 13.572, -7.435)
H (21.076, 14.959, -6.717)
H (24.414, 12.406, -7.906)
H (22.800, 10.743, -8.462)
C (17.390, 11.773, -8.182)
C (16.716, 10.575, -8.168)
C (15.586, 10.415, -8.966)
C (15.280, 11.422, -9.910)
C (15.900, 12.623, -9.888)
C (17.019, 12.784, -9.049)
N (14.207, 11.158, -10.854)
O (13.523, 12.053, -11.371)
O (13.905, 10.004, -11.121)
H (18.201, 11.916, -7.483)
H (16.955, 9.767, -7.493)
H (15.083, 9.462, -8.893)
H (15.526, 13.436, -10.492)
H (17.574, 13.709, -9.107)
C (17.781, 4.690, -5.516)
C (17.890, 6.108, -5.506)
C (18.961, 6.735, -6.122)
C (19.909, 5.952, -6.876)
C (19.685, 4.541, -6.904)
C (18.645, 3.921, -6.235)
N (21.070, 6.568, -7.499)
O (21.813, 5.870, -8.244)
O (21.289, 7.782, -7.318)
H (16.983, 4.198, -4.980)
H (17.151, 6.732, -5.026)
H (18.940, 7.815, -6.120)
H (20.290, 3.949, -7.575)
H (18.531, 2.851, -6.327)
C (14.396, 8.084, -9.520)
C (14.236, 8.188, -8.126)
C (15.287, 8.118, -7.293)
C (16.595, 7.989, -7.840)
C (16.774, 7.829, -9.226)
C (15.666, 7.909, -10.040)
N (17.752, 7.982, -6.921)
O (17.583, 8.215, -5.726)
O (18.850, 7.781, -7.450)
H (13.498, 8.042, -10.118)
H (13.234, 8.313, -7.743)
H (15.140, 8.183, -6.225)
H (17.729, 7.640, -9.694)
H (15.707, 7.658, -11.090)

## Properties
LUMO = -2.6 eV
HOMO-LUMO gap = 5.663 eV

***

No. 3
Below is an isolated molecule of C8H15NO at a distorted geometry, with properties calculated with ωB97M-V/def2-TZVPD.

Atoms and positions in Å:
C (1.801, -1.073, -1.101)
C (0.486, 0.994, -0.721)
C (1.323, 1.309, 0.553)
C (1.397, -0.005, 1.422)
C (0.108, -0.523, 0.727)
C (-1.181, -1.215, 0.647)
C (-1.943, -0.248, -0.324)
C (-1.133, 1.088, -0.644)
H (1.841, -2.142, -0.806)
H (1.906, -1.058, -2.190)
H (2.744, -0.558, -0.769)
H (0.832, 1.411, -1.666)
H (2.306, 1.709, 0.304)
H (0.786, 2.068, 1.137)
H (2.337, -0.590, 1.294)
H (1.269, 0.209, 2.498)
H (-0.415, 0.355, 1.064)
H (-1.694, -1.243, 1.634)
H (-1.146, -2.232, 0.238)
H (-2.037, -0.817, -1.257)
H (-3.811, -0.569, 0.090)
H (-1.547, 1.890, 0.013)
H (-1.544, 1.497, -1.573)
N (0.545, -0.451, -0.700)
O (-3.231, 0.193, 0.131)

## Properties
Energy relative to the best compared isomer or geometry (same formula, charge and spin) = 107.9 kcal per mole
LUMO = 0.9 eV
HOMO-LUMO gap = 9.352 eV

***

No. 4
Below is a structure of composition C17H25Cl5N7O3PdS at a distorted geometry, with properties calculated with ωB97M-V/def2-TZVPD.

Atoms and positions in Å:
Pd (0.013, 0.075, -0.103)
Cl (2.020, 3.202, 6.112)
C (1.197, 2.736, 4.749)
C (1.888, 1.947, 3.748)
Cl (3.512, 1.519, 3.976)
C (1.216, 1.572, 2.630)
Cl (1.986, 0.708, 1.372)
C (-0.199, 1.898, 2.425)
O (-0.817, 1.518, 1.453)
C (-0.854, 2.720, 3.468)
Cl (-2.463, 3.123, 3.237)
C (-0.163, 3.126, 4.583)
Cl (-0.920, 4.083, 5.768)
C (-1.029, -2.961, 3.643)
N (-1.583, -3.272, 2.331)
C (-2.517, -4.398, 2.228)
C (-1.201, -2.560, 1.262)
N (-0.430, -1.509, 1.327)
N (-1.647, -3.035, 0.046)
C (-1.557, -2.450, -1.199)
N (-1.908, -3.256, -2.214)
N (-1.203, -1.218, -1.351)
H (-1.186, -3.810, 4.300)
H (-1.517, -2.091, 4.090)
H (0.047, -2.791, 3.584)
H (-2.849, -4.668, 3.224)
H (-2.038, -5.278, 1.788)
H (-3.410, -4.127, 1.664)
H (-0.176, -1.266, 2.272)
H (-2.077, -3.943, 0.073)
H (-2.176, -4.216, -2.077)
H (-1.867, -2.936, -3.165)
H (-1.151, -0.935, -2.320)
N (-0.374, 1.806, -1.410)
C (-1.097, 2.294, -2.182)
N (-1.891, 2.826, -3.053)
C (-3.095, 3.583, -2.687)
C (-2.969, 5.010, -3.233)
O (-2.704, 4.984, -4.615)
C (-1.492, 4.341, -4.923)
C (-1.547, 2.875, -4.483)
H (-3.226, 3.589, -1.607)
H (-3.956, 3.104, -3.159)
H (-2.170, 5.538, -2.695)
H (-3.909, 5.540, -3.095)
H (-0.649, 4.840, -4.425)
H (-1.357, 4.398, -6.001)
H (-0.594, 2.379, -4.661)
H (-2.336, 2.370, -5.043)
C (3.249, 1.111, -2.960)
S (3.081, -0.172, -1.706)
C (3.717, -1.562, -2.655)
O (1.577, -0.434, -1.625)
H (4.308, 1.287, -3.152)
H (2.796, 2.017, -2.561)
H (2.741, 0.792, -3.868)
H (4.774, -1.395, -2.863)
H (3.149, -1.655, -3.577)
H (3.605, -2.455, -2.044)

## Properties
Net charge = +3
Energy relative to the best compared isomer or geometry (same formula, charge and spin) = 62.0 kcal per mole
LUMO (spin up / spin down) = -12.4 / -12.4 eV
HOMO-LUMO gap (spin up / spin down) = 3.598 / 3.597 eV

***

No. 5
Below is an isolated molecule of C8H17N at a distorted geometry, with properties calculated with ωB97M-V/def2-TZVPD.

Atoms and positions in Å:
C (1.742, -0.538, -0.410)
C (0.981, 1.111, 1.327)
C (0.711, 1.480, -1.028)
C (-0.656, -1.659, 0.756)
C (-2.045, 0.575, 0.678)
C (-1.122, -0.714, -1.363)
C (0.564, 0.412, 0.046)
C (-0.859, -0.281, 0.108)
N (2.844, -0.729, 0.139)
H (1.425, -1.247, -1.187)
H (0.415, 2.121, 1.467)
H (0.673, 0.476, 2.221)
H (2.093, 1.071, 1.345)
H (0.043, 2.346, -0.828)
H (0.400, 1.206, -2.114)
H (1.592, 1.938, -0.964)
H (-0.012, -1.707, 1.691)
H (0.048, -2.203, 0.072)
H (-1.550, -2.200, 1.003)
H (-1.991, 1.724, 0.498)
H (-2.982, 0.197, 0.212)
H (-2.147, 0.501, 1.813)
H (-1.575, 0.077, -1.960)
H (-0.240, -1.009, -1.978)
H (-1.877, -1.586, -1.295)
H (3.528, -1.363, -0.249)

## Properties
Energy relative to the best compared isomer or geometry (same formula, charge and spin) = 37.8 kcal per mole
LUMO = 0.8 eV
HOMO-LUMO gap = 10.098 eV

***

No. 6
Below is a cluster of 2 separate species, CH2BrFO in total at a distorted geometry, with properties calculated with ωB97M-V/def2-TZVPD.

Atoms and positions in Å:
C (0.230, 0.005, -0.229)
O (0.113, -1.225, 0.159)
F (-0.775, 0.497, -0.939)
Br (1.902, 0.783, -0.530)
H (-0.565, 1.497, 1.308)
H (-0.904, -1.558, 0.231)

## Properties
Energy relative to the best compared isomer or geometry (same formula, charge and spin) = 109.6 kcal per mole
LUMO (spin up / spin down) = 0.2 / -0.3 eV
HOMO-LUMO gap (spin up / spin down) = 9.617 / 7.351 eV

***

No. 7
Below is the ion C10H13N2OS with charge +1 at a distorted geometry, with properties calculated with ωB97M-V/def2-TZVPD.

Atoms and positions in Å:
C (-1.469, -0.653, 0.385)
C (-0.458, 0.373, 0.751)
C (-1.180, -2.044, 0.564)
C (1.477, -0.902, 0.013)
C (-0.776, 1.319, 1.624)
C (-4.802, -0.166, -1.115)
C (-2.565, -0.096, -0.229)
C (-3.767, -0.780, -0.558)
C (1.457, 1.520, -0.149)
C (3.584, -1.910, -0.842)
N (0.697, 0.312, -0.018)
N (2.769, -0.817, -0.354)
O (-1.756, -3.038, 0.664)
S (0.787, -2.347, 0.577)
H (-0.215, 2.127, 1.814)
H (-1.845, 1.302, 2.028)
H (-5.821, -0.759, -1.287)
H (-4.733, 0.859, -1.313)
H (-2.531, 0.977, -0.407)
H (-4.003, -1.847, -0.236)
H (0.812, 2.281, 0.029)
H (2.359, 1.648, 0.539)
H (1.747, 1.663, -1.175)
H (4.249, -1.400, -1.543)
H (2.851, -2.632, -1.175)
H (4.090, -2.245, 0.045)
H (3.029, 0.128, -0.439)

## Properties
Net charge = +1
Energy relative to the best compared isomer or geometry (same formula, charge and spin) = 81.9 kcal per mole
LUMO = -4.2 eV
HOMO-LUMO gap = 8.548 eV

***

No. 8
Below is an isolated molecule of C5H6O, with properties calculated with ωB97M-V/def2-TZVPD.

Atoms and positions in Å:
O (-1.625, -0.439, -1.886)
C (-0.849, -0.318, -0.963)
C (0.064, 0.883, -0.720)
C (0.686, 0.636, 0.651)
C (0.280, -0.770, 0.991)
C (-0.592, -1.303, 0.124)
H (-0.505, 1.811, -0.792)
H (0.829, 0.888, -1.504)
H (1.777, 0.738, 0.672)
H (0.296, 1.307, 1.428)
H (0.737, -1.165, 1.889)
H (-1.096, -2.267, 0.110)

## Properties
Energy relative to the best compared isomer or geometry (same formula, charge and spin) = 1.7 kcal per mole
LUMO = 0.7 eV
HOMO-LUMO gap = 10.230 eV